Entry 1:
ORCA calculation (ωB97M-V/def2-TZVPD) on a cluster of 2 separate species, C3H5Br in total.

Each line ends with the Mulliken charge.
Positions of all 9 atoms, in Å:
C  -0.908  0.983  0.721  -0.33
C  -0.107  0.114  0.204  0.11
C  0.167  -0.988  -0.684  -0.64
Br  2.629  1.309  0.356  -0.50
H  -0.631  2.107  0.697  0.27
H  -1.762  0.534  1.285  0.26
H  1.211  -1.309  -0.639  0.31
H  -0.427  -1.949  -0.240  0.27
H  -0.172  -0.801  -1.700  0.27

Results
Kohn-Sham gap (spin up / spin down) = 7.0 / 6.4 eV

=====

Entry 2:
ORCA calculation (ωB97M-V/def2-TZVPD) on a cluster of 2 separate species, C2H4N3O in total.

Each line ends with the Mulliken charge.
Positions of all 10 atoms, in Å:
C  -1.320  1.533  -0.290  0.24
C  1.449  -0.557  0.030  -0.63
N  -2.359  1.125  -0.026  -0.33
N  -0.859  -1.012  0.212  0.70
N  0.079  -0.344  0.118  0.06
O  -2.010  -1.083  0.237  -0.29
H  -0.357  2.157  -0.382  0.27
H  1.768  -1.159  0.790  0.34
H  1.632  -1.033  -0.955  0.34
H  1.977  0.373  0.267  0.30

Results
net charge = +1
Kohn-Sham gap = 10.2 eV

=====

Entry 3:
ORCA calculation (ωB97M-V/def2-TZVPD) on a cluster of 2 separate species, C4H12N2O2 in total.

Each line ends with the Mulliken charge.
Positions of all 20 atoms, in Å:
C  0.529  1.795  -1.217  -0.87
N  0.136  0.395  -1.119  0.28
C  0.066  -0.300  -2.432  -1.04
C  0.746  -0.508  -0.110  -0.33
C  -0.282  -1.247  0.696  0.39
N  -1.462  -0.636  1.058  -0.37
O  -0.080  -2.412  0.996  -0.55
H  -0.138  2.376  -0.523  0.29
H  1.549  1.998  -1.279  0.38
H  0.200  2.239  -2.227  0.38
H  -0.620  0.260  -3.094  0.41
H  -0.526  -1.174  -2.169  0.42
H  0.898  -0.525  -3.089  0.39
H  1.378  0.044  0.642  0.35
H  1.563  -1.132  -0.646  0.38
H  -2.106  -1.173  1.605  0.24
H  -1.513  0.318  0.751  0.20
H  0.770  2.384  2.649  0.30
H  -0.190  1.211  2.266  0.30
O  0.277  1.983  1.951  -0.58

Results
net charge = +1
<S²> = 0.75
Kohn-Sham gap (spin up / spin down) = 11.4 / 6.2 eV
2S+1 = 2

=====

Entry 4:
ORCA calculation (ωB97M-V/def2-TZVPD) on a structure of composition C34H28BrGeN3O2Pt.

Each line ends with the Mulliken charge.
Positions of all 70 atoms, in Å:
Pt  -0.150  -0.318  0.072  1.03
Br  -8.428  1.369  2.534  -0.10
C  -7.646  1.748  0.866  0.06
C  -7.623  3.060  0.398  -0.44
C  -7.017  3.339  -0.806  -0.22
C  -6.409  2.309  -1.551  0.36
C  -6.478  0.980  -1.080  -0.46
C  -7.095  0.708  0.121  -0.56
N  -5.715  2.679  -2.661  -0.63
N  -5.107  1.756  -3.358  -0.30
C  -3.899  1.373  -3.138  0.07
C  -3.419  0.286  -3.981  -0.52
C  -2.350  -0.452  -3.654  -0.72
C  -1.626  -0.189  -2.426  0.97
O  -0.675  -0.885  -2.063  -0.59
C  -2.018  0.998  -1.623  -0.06
N  -1.274  1.240  -0.517  0.02
C  -1.450  2.389  0.129  0.53
C  -2.392  3.326  -0.279  -1.00
C  -3.225  3.039  -1.333  -0.47
C  -3.051  1.831  -2.021  0.74
H  -8.075  3.849  0.982  0.43
H  -6.980  4.349  -1.191  0.50
H  -6.054  0.173  -1.663  0.44
H  -7.154  -0.307  0.489  0.54
H  -4.010  0.071  -4.862  0.46
H  -2.010  -1.282  -4.258  0.47
H  -0.822  2.573  0.988  -0.17
H  -2.476  4.256  0.264  0.52
H  -3.985  3.740  -1.644  0.70
C  2.133  -2.278  -0.166  -0.60
O  0.880  -2.051  0.520  -0.56
H  2.479  -3.281  0.074  0.34
H  2.872  -1.535  0.134  0.26
H  1.929  -2.200  -1.229  0.23
H  1.013  -2.145  1.483  0.42
C  -4.319  0.941  4.221  -0.60
C  -3.188  1.183  4.989  -0.70
C  -1.924  1.003  4.443  -0.31
C  -1.767  0.587  3.120  0.48
C  -2.915  0.326  2.370  -0.29
C  -4.182  0.504  2.912  -0.37
Ge  0.024  0.349  2.366  0.31
C  1.051  2.008  2.500  0.05
C  2.270  2.107  1.826  -0.40
C  3.026  3.269  1.881  -0.75
C  2.565  4.361  2.606  -0.53
C  1.351  4.283  3.272  -0.76
C  0.601  3.114  3.220  0.19
C  0.933  -1.070  3.370  -1.07
C  0.231  -2.245  3.662  0.24
C  0.846  -3.296  4.331  -0.67
C  2.172  -3.183  4.722  -0.52
C  2.882  -2.022  4.441  -0.70
C  2.268  -0.976  3.767  -0.28
H  -5.305  1.081  4.644  0.40
H  -3.290  1.509  6.016  0.41
H  -1.053  1.188  5.063  0.48
H  -2.820  -0.040  1.354  0.23
H  -5.063  0.296  2.316  0.45
H  2.635  1.270  1.239  0.31
H  3.970  3.326  1.356  0.43
H  3.151  5.270  2.648  0.40
H  0.988  5.132  3.838  0.43
H  -0.346  3.073  3.747  0.44
H  -0.814  -2.335  3.379  0.40
H  0.287  -4.195  4.556  0.43
H  2.652  -3.996  5.251  0.41
H  3.914  -1.930  4.754  0.43
H  2.832  -0.073  3.561  0.36

Results
net charge = +1
<S²> = 0.79
Kohn-Sham gap (spin up / spin down) = 6.1 / 6.9 eV
2S+1 = 2

=====

Entry 5:
ORCA calculation (ωB97M-V/def2-TZVPD) on a cluster of 2 separate species, C2H2Cl2O2 in total.

Each line ends with the Mulliken charge.
Positions of all 8 atoms, in Å:
C  -0.632  -0.467  -0.279  0.17
C  1.359  0.485  1.310  0.20
O  -0.740  0.680  -0.653  -0.57
O  -0.018  -1.052  0.638  -0.47
Cl  1.068  0.518  2.972  -0.05
Cl  2.856  -0.016  0.943  -0.02
H  -1.116  -1.214  -0.831  0.43
H  0.929  1.283  0.734  0.32

Results
Kohn-Sham gap = 8.2 eV

=====

Entry 6:
ORCA calculation (ωB97M-V/def2-TZVPD) on the molecule C7H6N2.

Each line ends with the Mulliken charge.
Positions of all 15 atoms, in Å:
C  -0.314  -2.321  0.062  -0.25
C  0.540  -1.427  -0.670  -0.40
C  0.550  -0.119  -0.406  -0.04
N  1.307  0.975  -0.816  -0.14
C  0.681  2.116  -0.383  -0.32
C  -0.337  1.788  0.432  -0.78
C  -0.538  0.360  0.442  0.84
C  -1.481  -0.555  1.037  -0.39
N  -1.358  -1.848  0.892  -0.59
H  -0.166  -3.336  -0.232  0.35
H  1.113  -1.821  -1.498  0.34
H  2.322  0.963  -1.041  0.29
H  1.030  3.115  -0.443  0.39
H  -0.922  2.541  0.945  0.39
H  -2.427  -0.433  1.679  0.31

Results
SMILES = c1cc2[nH]ccc2cn1
Kohn-Sham gap = 9.0 eV

=====

Entry 7:
ORCA calculation (ωB97M-V/def2-TZVPD) on a cluster of 3 separate species, C10H22F3INO6S2 in total.

Each line ends with the Mulliken charge.
Positions of all 45 atoms, in Å:
C  0.055  -3.744  3.464  -0.84
C  -0.778  -2.408  2.899  -0.28
C  -1.937  -2.782  1.802  -0.31
I  -1.358  -1.789  -0.111  -0.20
N  -3.326  -2.288  2.139  -0.65
C  -4.049  -3.205  3.100  0.63
F  -5.506  -2.819  3.183  -0.31
F  -3.492  -2.965  4.475  -0.32
F  -4.041  -4.642  2.715  -0.31
H  1.031  -3.879  2.832  0.24
H  -0.667  -4.671  3.314  0.24
H  0.253  -3.644  4.621  0.24
H  -1.173  -1.796  3.837  0.24
H  0.037  -1.744  2.339  0.20
H  -1.856  -3.931  1.586  0.41
O  0.669  -1.364  -2.743  -0.42
S  1.308  -1.130  -4.020  1.08
O  1.812  -2.214  -4.838  -0.62
O  2.491  -0.026  -3.828  -0.29
C  3.482  -0.255  -2.837  -0.28
C  4.520  -1.253  -3.315  -1.01
C  0.231  -0.130  -5.016  -0.94
H  3.027  -0.577  -1.895  0.32
H  3.971  0.706  -2.647  0.26
H  4.085  -2.252  -3.418  0.30
H  5.350  -1.317  -2.605  0.38
H  4.911  -0.968  -4.296  0.26
H  -0.103  0.726  -4.426  0.30
H  -0.625  -0.741  -5.308  0.36
H  0.774  0.198  -5.905  0.33
O  1.192  2.722  0.598  -0.59
S  0.560  3.986  0.910  1.19
O  0.632  4.576  2.230  -0.62
O  -1.001  3.927  0.447  -0.27
C  -1.813  2.863  0.920  -0.28
C  -2.267  3.106  2.347  -1.06
C  1.096  5.194  -0.275  -0.93
H  -1.293  1.904  0.828  0.34
H  -2.692  2.817  0.268  0.24
H  -1.422  3.056  3.041  0.28
H  -3.001  2.354  2.653  0.41
H  -2.712  4.101  2.450  0.28
H  0.985  4.779  -1.278  0.30
H  2.146  5.419  -0.077  0.36
H  0.494  6.097  -0.158  0.32

Results
net charge = -1
Kohn-Sham gap = 5.6 eV

=====

The records above yield relative energy (zero: lowest compared OMol25 entry of this formula, charge and spin) values of 63.6; 129.4; 48.8; 0.0; 79.2; 22.3; 79.4 kcal/mol, respectively.
The records above yield DFT total energy values of -73230.8688; -8643.3031; -11408.4937; -174075.8830; -31243.5715; -10335.3009; -62423.0529 eV, respectively.